[1]
ORCA calculation (ωB97M-V with the def2-TZVPD basis set) on one molecule with the formula H2NO4P.

Positions of all 8 atoms, in Å:
N: 1.593781 -0.263073 -0.606348
O: 2.268948 0.240961 0.220668
O: -1.464858 -0.448574 -0.889472
O: -0.228357 1.313361 0.502941
O: -0.206279 -1.093873 1.375550
P: -0.147672 -0.249361 0.143406
H: -0.195072 1.762707 -0.336422
H: -1.620488 -1.262147 -0.410322

Atoms 1-3, force components in eV/Å:
N -0.382 -0.351 -0.387
O 0.210 -0.020 -0.024
O 3.102 0.284 1.392

Output
- Lowest unoccupied orbital energy: -1.33 eV
- Max |F|: 3.4 eV/A
- Electronic energy: -698.24632 Ha
- ΔE to the lowest compared entry with this formula, charge and spin: 19.49 kcal/mol
- SMILES string: O=NP(=O)(O)O
- HOMO-LUMO gap: 8.48 eV



[2]
ORCA calculation (ωB97M-V with the def2-TZVPD basis set) on an isolated ion of composition C5H2ClN2O2 and charge +1.

Positions of all 12 atoms, in Å:
C: -1.810327 -0.860803 0.206576
C: -0.747436 -0.343838 0.683311
C: 0.074992 0.332777 -0.626429
C: -0.181329 0.342464 -1.889683
C: -2.528420 -0.996786 -2.100381
N: -2.430040 -1.075126 -0.902322
N: -0.252128 0.159582 -3.276730
O: 0.437640 -0.707264 -3.708123
O: -1.198991 0.692524 -3.779970
Cl: -3.125591 -1.074368 -3.511906
H: -0.330344 -0.373514 1.730369
H: 0.896188 0.724877 0.036056

Atoms 1-3, force components in eV/Å:
C -2.410 -1.404 -0.062
C 2.433 1.291 -1.711
C 0.357 -0.506 4.500

Output
- Spin multiplicity: 3
- Lowest unoccupied orbital energy (spin up / spin down): -5.92 / -7.60 eV
- Max |F|: 4.5 eV/A
- Electronic energy: -911.18081 Ha
- Charge: +1
- HOMO-LUMO gap (spin up / spin down): 6.90 / 7.12 eV



> Which formula does entry 1 have?

H2NO4P



> What is the max |F| in the second record?

4.5 eV/A